No. 1
14
Properties=species:S:1:pos:R:3 method="wB97M-V/def2-TZVPD" e_homo_ev=-8.848 smiles="CC=O.CSS" mol_weight_g_mol=124.23 gap_ev=9.6158 de_lowest_ev=0.466 lumo_ev=0.8
C -3.4152 0.4354 -0.0164
S -1.7731 -0.2912 0.2694
S -0.7758 0.1504 -1.4576
H -3.3325 1.4918 -0.2425
H -3.9950 0.2354 0.8833
H -3.9170 -0.1918 -0.7529
H -0.0607 1.1640 -0.9560
O 2.0737 1.2611 -0.2013
C 2.5966 0.3992 0.4599
C 2.3945 -1.0644 0.2360
H 3.2910 0.7011 1.2628
H 2.7811 -1.4306 -0.7081
H 1.3127 -1.2296 0.1597
H 2.8197 -1.6307 1.0638


No. 2
13
Properties=species:S:1:pos:R:3 method="wB97M-V/def2-TZVPD" e_homo_ev=-7.001 mol_weight_g_mol=147.72 gap_ev=6.5785 lumo_ev=-0.4
C 0.8712 -1.7596 0.0941
O 0.4840 -0.4160 0.2625
C -0.8268 -0.0400 -0.2769
C -1.0308 1.4174 0.0585
H 1.8352 -1.8952 0.5977
H 0.1211 -2.4340 0.5369
H 0.9859 -1.9940 -0.9759
H -1.5576 -0.7155 0.1987
H -0.7941 -0.2673 -1.3556
H 1.9260 2.7858 -0.2173
H -1.9281 1.5539 0.6774
H -1.1516 2.0827 -0.8070
Sr 1.0656 1.6818 1.2072


No. 3
13
Properties=species:S:1:pos:R:3 method="wB97M-V/def2-TZVPD" e_homo_ev="-7.673 / -8.703" smiles="C=[PH]=P(=C)C" mol_weight_g_mol=106.04 gap_ev="6.5864 / 7.9304" de_lowest_ev=2.782 lumo_ev="-1.1 / -0.8"
C -1.0548 0.8374 1.7979
C 1.8791 -1.4524 -0.5250
C -1.0160 0.2516 -0.9527
P 1.8969 0.0871 0.4055
P -0.1042 1.0728 0.4169
H -2.0275 0.3603 1.8191
H -0.7970 1.4674 2.6460
H 1.8233 -2.1906 0.2627
H 1.2345 -1.5668 -1.4736
H -1.9348 0.7535 -1.2470
H -0.5611 -0.0004 -1.9188
H -1.5201 -0.6932 -0.6390
H 2.1817 1.0733 -0.5922


No. 4
12
Properties=species:S:1:pos:R:3 method="wB97M-V/def2-TZVPD" e_homo_ev=-9.512 smiles="C=CC.S" mol_weight_g_mol=76.16 gap_ev=10.4118 de_lowest_ev=1.003 lumo_ev=0.9
S 2.8122 0.1689 -0.2021
H 3.7734 0.3618 0.7082
H 2.0248 -0.4443 0.6909
C -0.7386 -0.6714 -1.0277
C -1.3812 -0.1210 0.2141
C -0.9771 0.9602 0.8607
H 0.2416 -1.0906 -0.7887
H -0.4397 0.0739 -1.7713
H -1.3874 -1.4082 -1.4893
H -2.2082 -0.7075 0.5969
H -1.4008 1.2053 1.8273
H -0.3189 1.6730 0.3810


No. 5
12
Properties=species:S:1:pos:R:3 method="wB97M-V/def2-TZVPD" e_homo_ev=-9.180 smiles=CC(C)S mol_weight_g_mol=76.16 gap_ev=10.0819 de_lowest_ev=2.525 lumo_ev=0.9
C -0.8105 -1.1729 -0.0215
C 0.4448 -0.1337 -0.4302
C -0.2772 1.1553 -0.0121
H -0.8030 -2.2167 -0.2734
H -1.0609 -1.2497 1.1689
H -1.7459 -0.9786 -0.3784
H 0.8082 0.1849 -1.5397
H 0.4288 2.0245 -0.1478
H -1.1901 1.3126 -0.7031
H -0.5338 1.1994 1.1104
H 2.4284 0.1887 1.3242
S 2.3112 -0.3138 -0.0973


No. 6
12
Properties=species:S:1:pos:R:3 method="wB97M-V/def2-TZVPD" e_homo_ev=-9.655 mol_weight_g_mol=76.16 gap_ev=6.4236 de_lowest_ev=4.369 lumo_ev=-3.2
C -0.1513 0.0429 -1.3535
C -0.3903 0.7623 0.0454
S -0.3774 -2.7810 0.8379
C 0.6072 0.2061 1.1340
H 0.7683 -0.5952 -1.4426
H -0.9689 -0.7058 -1.5961
H -0.1433 0.7935 -2.1435
H -0.5411 1.8155 -0.0155
H -1.2492 0.3471 0.3319
H 1.6246 0.5576 0.9115
H 0.4419 -0.9360 1.1698
H 0.3795 0.4930 2.1207


No. 7
12
Properties=species:S:1:pos:R:3 method="wB97M-V/def2-TZVPD" e_homo_ev=-9.014 mol_weight_g_mol=76.16 gap_ev=10.0352 de_lowest_ev=1.782 lumo_ev=1.0
C 1.6048 -0.0490 0.0588
C 0.1976 -0.5330 -0.1911
C -0.9074 0.5591 -0.1082
S -2.5320 -0.0865 -0.1238
H 1.8386 0.6325 -0.7713
H 1.7050 0.6842 0.9132
H 2.2878 -0.8669 0.0662
H -0.3207 -1.3871 0.4298
H 0.2343 -0.8997 -1.3469
H -0.6448 1.3573 1.0457
H -0.8172 1.1569 -1.0680
H -2.6459 -0.5678 1.0956


No. 8
13
Properties=species:S:1:pos:R:3 method="wB97M-V/def2-TZVPD" e_homo_ev=-8.737 smiles="C=CC.SS" mol_weight_g_mol=108.23 gap_ev=8.9816 de_lowest_ev=1.615 lumo_ev=0.2
S -2.0057 1.1795 2.1838
S -0.5638 2.4090 1.2704
H -2.8554 2.1411 2.5371
H 0.3925 1.6148 1.7590
C 0.1948 -0.6273 -1.9106
C 0.3073 -1.2344 -0.5303
C 1.1988 -0.7188 0.3283
H -0.1097 -1.4005 -2.6291
H 1.2034 -0.4026 -2.2316
H -0.4770 0.2186 -2.0375
H -0.2953 -2.0934 -0.2746
H 1.3796 -1.3542 1.1944
H 1.6306 0.2682 0.3406


No. 9
13
Properties=species:S:1:pos:R:3 method="wB97M-V/def2-TZVPD" e_homo_ev=-9.627 smiles="C=CC.SS" mol_weight_g_mol=108.23 gap_ev=9.9733 de_lowest_ev=1.178 lumo_ev=0.3
S -1.2951 -1.3344 1.0396
S -1.9541 0.5019 1.6518
H -2.3814 -2.0555 1.2888
H -2.4849 0.9768 0.5108
C 1.1072 0.9639 -2.1215
C 2.3280 0.2044 -1.6658
C 3.5895 0.6010 -1.6993
H 1.0214 1.0878 -3.1998
H 0.2087 0.4346 -1.8197
H 1.0741 1.9368 -1.6382
H 2.1016 -0.8251 -1.4083
H 4.3779 -0.0238 -1.2955
H 3.8844 1.5897 -2.0178


No. 10
13
Properties=species:S:1:pos:R:3 method="wB97M-V/def2-TZVPD" e_homo_ev=-9.146 smiles="C=C.CSS" mol_weight_g_mol=108.23 gap_ev=9.2032 de_lowest_ev=2.650 lumo_ev=0.1
C -2.1409 -1.6722 0.4039
C -0.9159 -1.9609 1.0028
H -2.9418 -1.3263 0.9224
H -2.1828 -1.6714 -0.6701
H -0.5874 -2.2289 2.0114
H -0.1048 -1.6092 0.2897
C 1.5288 1.9719 0.3341
S 1.8743 2.0169 -1.5519
S 0.9055 0.0869 -2.0059
H 2.3993 2.5245 0.7105
H 0.5368 2.2557 0.5248
H 1.8087 0.8686 0.5587
H -0.1796 0.7444 -2.5306


No. 11
20
Properties=species:S:1:pos:R:3 method="wB97M-V/def2-TZVPD" e_homo_ev=-13.227 mol_weight_g_mol=391.26 gap_ev=7.4661 de_lowest_ev=6.389 charge=+1 lumo_ev=-5.8
Ag 1.2030 -20.3498 15.3707
Ag 1.2744 -17.6660 16.1918
Cl 2.1333 -19.4148 16.9100
C 4.7272 -15.8936 20.4268
O 3.7981 -16.6347 21.1796
P 2.7862 -17.6864 20.4670
O 1.6387 -18.1728 21.3157
O 2.4109 -16.8578 19.1638
C 1.3914 -17.0718 18.2970
O 3.8194 -18.8343 19.9144
C 3.2400 -19.9164 19.2392
H 5.7618 -16.1642 20.6374
H 4.6654 -14.8125 20.5514
H 4.5785 -15.9750 19.3500
H 1.0245 -16.0945 17.9832
H 0.5625 -17.6262 18.7369
H 1.8189 -17.5945 17.4413
H 2.1530 -19.8859 19.3149
H 3.5942 -20.8930 19.5691
H 3.5682 -19.7825 18.2084


No. 12
13
Properties=species:S:1:pos:R:3 method="wB97M-V/def2-TZVPD" e_homo_ev=-9.444 smiles=CBCC mol_weight_g_mol=55.92 gap_ev=10.1461 de_lowest_ev=1.557 lumo_ev=0.7
B -0.4041 -0.5164 -0.4480
C -2.1426 0.0210 0.3745
C 1.6996 -0.0591 0.4922
C 0.7969 0.4163 -0.7218
H -0.3151 -1.5784 -0.7563
H -2.9570 -0.0596 -0.4936
H -2.1307 1.1258 0.7135
H -2.1901 -0.7692 1.1524
H 1.6964 -1.0845 0.5125
H 2.7759 0.3381 0.3364
H 1.2750 0.2905 1.3637
H 0.6564 1.5521 -0.8138
H 1.2395 0.3233 -1.7118